Below is a 2-piece molecular cluster, C5H11PS overall, with properties calculated with ωB97M-V/def2-TZVPD.

Results
**Lowest unoccupied orbital energy (spin up / spin down)**: 0.8 / -1.3 eV
**E**: -936.476874 Eh
**Energy above the lowest of the compared OMol25 structures with the same formula, charge and spin**: 1.2647 eV
**Multiplicity**: 3
**Total charge**: 0
**Molecular weight**: 134.2 g/mol
**Strongest force on any atom**: 5.29 eV/Å
**Kohn-Sham gap (spin up / spin down)**: 6.5 / 8.3 eV

Each atom is followed by the atoms it is bonded to, with distances in Å.
Cartesian coordinates (Å):
1 C 1.388 -0.407 0.752  C2 1.514, C3 1.492, H8 1.073, H9 1.108
2 C 1.241 1.070 0.453  C1 1.514, C4 1.592, H10 1.091, H11 1.107
3 C 0.854 -1.088 -0.463  C1 1.492, C5 1.542, H12 1.190, H13 1.052
4 C -0.048 1.048 -0.482  C2 1.592, C5 1.413, H14 1.074, H15 1.128
5 C -0.346 -0.251 -0.950  C3 1.542, C4 1.413, H16 1.136
6 P -2.338 -1.011 0.451  S7 2.111, H17 1.308
7 S -3.987 0.308 0.430  P6 2.111, H18 1.326
8 H 2.389 -0.700 1.002  C1 1.073
9 H 0.803 -0.699 1.647  C1 1.108
10 H 1.159 1.660 1.366  C2 1.091
11 H 2.127 1.301 -0.172  C2 1.107
12 H 1.641 -1.020 -1.352  C3 1.190
13 H 0.708 -2.077 -0.136  C3 1.052
14 H -0.888 1.609 -0.116  C4 1.074
15 H 0.003 1.698 -1.402  C4 1.128
16 H -0.737 -0.724 -1.906  C5 1.136
17 H -2.712 -1.796 -0.526  P6 1.308
18 H -3.445 1.290 1.137  S7 1.326